[1]
Entry from the OMol25 dataset: 9 unconnected molecules or ions with the total composition C47H51ClN8O5P at a distorted geometry (ωB97M-V/def2-TZVPD).

XYZ file:
```
113
Properties=species:S:1:pos:R:3:forces:R:3
C -3.8408 -3.6463 -3.9044 0.2 0.4 -0.5
C -4.5200 -2.6523 -3.8203 0.1 0.5 0.8
C -5.2879 -1.4478 -3.4531 0.2 -0.6 -0.4
P -5.9407 -1.5202 -1.6238 -0.3 -1.7 0.0
O -6.7312 -1.6572 -0.0907 0.6 0.7 0.1
Cl -7.9559 -0.9430 -2.4250 -0.3 0.4 -0.2
O -5.5327 0.0922 -1.3444 0.4 -0.4 -0.1
C -4.2791 0.2476 -0.7070 -0.5 -0.1 0.6
C -3.5514 -1.1299 -0.5323 -1.2 0.1 -1.4
C -2.3059 -1.2791 -1.4386 -0.1 0.1 1.3
C -1.0389 -1.7863 -0.7863 0.3 0.7 -0.7
O 0.0323 -1.5723 -1.3063 -0.3 -0.7 -0.2
O -1.0772 -2.5278 0.3451 0.2 0.2 0.1
O -4.4654 -2.0942 -1.0000 0.2 0.4 0.6
H -3.0818 -4.3600 -4.1192 -0.2 -0.2 0.1
H -4.6946 -0.5411 -3.6084 0.0 -0.1 -0.1
H -6.1541 -1.4155 -4.1106 0.0 0.3 0.1
H -6.2750 -2.8901 -1.8860 -0.1 0.2 0.0
H -7.2532 -2.4591 -0.1230 -0.1 -0.1 -0.1
H -4.5470 0.6353 0.2836 0.6 0.2 0.0
H -3.6460 0.9590 -1.2467 -0.2 0.1 0.0
H -3.4096 -1.2402 0.5505 0.4 -0.3 -0.1
H -2.0917 -0.3427 -1.9563 0.3 -0.1 0.1
H -2.5785 -2.0141 -2.2019 0.1 0.0 0.0
H -1.6049 -2.0973 1.0300 -0.4 -0.2 -0.2
N 0.6274 2.4811 -1.0904 0.3 0.1 -0.3
C 0.7041 1.2951 -1.7012 -0.1 0.4 0.2
C 1.5279 1.0362 -2.7858 0.0 0.1 0.0
C 2.3184 2.0645 -3.2729 0.0 -0.2 0.1
C 2.2561 3.3029 -2.6527 0.0 0.0 0.0
C 1.4034 3.4570 -1.5715 -0.1 -0.2 0.0
H 0.0733 0.5279 -1.2956 -0.1 -0.1 0.0
H 1.5437 0.0519 -3.2335 0.0 0.0 0.1
H 2.9742 1.9100 -4.1159 0.0 0.1 0.0
H 2.8602 4.1316 -2.9998 0.0 0.0 0.0
H 1.3302 4.4067 -1.0571 0.1 0.1 -0.1
N 3.8011 3.1636 -5.8687 0.1 0.1 -0.3
C 2.9399 4.0962 -6.2742 0.0 -0.1 0.2
C 2.9810 4.6876 -7.5274 0.1 0.0 0.0
C 3.9737 4.2920 -8.4089 0.0 0.0 0.0
C 4.8794 3.3244 -8.0054 0.0 0.0 0.0
C 4.7473 2.7945 -6.7315 0.0 0.0 0.2
H 2.1807 4.3761 -5.5512 0.0 0.0 0.0
H 2.2531 5.4378 -7.8035 0.0 0.0 0.0
H 4.0402 4.7302 -9.3966 0.0 0.0 0.0
H 5.6688 2.9866 -8.6632 0.0 0.0 0.0
H 5.4308 2.0315 -6.3727 0.0 0.0 -0.1
N -0.1982 6.2345 1.9875 0.1 -0.1 0.0
C 0.2148 5.1857 1.2745 -0.1 0.1 0.1
C 0.8362 4.0720 1.8240 0.0 0.1 0.1
C 1.0392 4.0518 3.1942 0.0 -0.1 0.0
C 0.6177 5.1324 3.9529 0.0 0.0 0.0
C 0.0068 6.1924 3.3032 -0.1 0.1 -0.1
H 0.0322 5.2514 0.2095 -0.1 -0.1 0.0
H 1.1463 3.2493 1.1967 -0.1 0.0 0.0
H 1.5187 3.2026 3.6651 0.0 0.0 0.0
H 0.7584 5.1528 5.0253 0.0 0.0 0.0
H -0.3418 7.0573 3.8582 0.0 0.0 0.0
N -6.1141 -0.2997 4.9636 0.0 0.1 -0.1
C -6.0466 -0.6280 3.6709 0.0 -0.1 0.2
C -6.2682 0.2642 2.6327 0.1 0.0 -0.1
C -6.5777 1.5753 2.9533 0.0 0.1 0.0
C -6.6515 1.9394 4.2899 0.0 0.0 0.0
C -6.4128 0.9685 5.2493 0.0 -0.1 0.1
H -5.8071 -1.6649 3.4637 0.0 0.0 -0.1
H -6.2061 -0.0656 1.6026 -0.1 -0.1 0.0
H -6.7609 2.3020 2.1717 0.0 0.0 0.0
H -6.8919 2.9530 4.5825 0.0 0.0 0.0
H -6.4612 1.2100 6.3068 0.0 0.1 0.0
N -0.8891 0.0558 3.9833 0.0 -0.1 0.1
C -0.0520 -0.5559 4.8250 0.1 0.1 -0.2
C -0.4112 -0.9879 6.0921 0.0 0.0 0.0
C -1.7124 -0.7672 6.5136 0.0 0.0 0.0
C -2.5970 -0.1308 5.6573 0.0 0.0 0.1
C -2.1380 0.2561 4.4074 0.1 0.1 -0.1
H 0.9576 -0.7035 4.4561 0.0 -0.1 0.1
H 0.3092 -1.4836 6.7306 0.0 0.0 0.0
H -2.0335 -1.0876 7.4973 0.0 0.0 0.0
H -3.6211 0.0585 5.9481 0.0 0.0 -0.1
H -2.7983 0.7530 3.7037 -0.1 0.0 0.0
N 2.9980 -1.5209 3.0107 0.0 -0.1 -0.1
C 3.7654 -2.5715 2.7211 0.0 0.1 0.1
C 3.8098 -3.1706 1.4717 0.0 0.0 0.0
C 3.0092 -2.6531 0.4643 0.0 -0.1 0.0
C 2.2029 -1.5643 0.7444 0.2 0.2 0.1
C 2.2369 -1.0382 2.0255 0.1 0.1 0.2
H 4.3731 -2.9459 3.5389 0.0 0.0 0.0
H 4.4547 -4.0213 1.2941 0.0 0.0 0.0
H 3.0113 -3.0931 -0.5253 0.0 0.0 0.0
H 1.5628 -1.1344 -0.0103 0.1 -0.1 0.1
H 1.6221 -0.1821 2.2863 -0.1 0.0 -0.1
N 1.2880 -3.3141 8.2994 0.1 -0.1 0.1
C 1.6580 -4.3917 7.6090 -0.1 0.1 -0.1
C 2.2565 -5.5037 8.1819 0.0 0.0 0.1
C 2.4869 -5.4950 9.5475 0.0 0.0 0.0
C 2.1105 -4.3820 10.2819 0.0 0.0 0.0
C 1.5161 -3.3239 9.6119 -0.1 0.1 -0.1
H 1.4611 -4.3531 6.5430 0.0 0.0 0.0
H 2.5338 -6.3524 7.5720 0.0 0.0 0.0
H 2.9530 -6.3433 10.0330 0.0 0.0 0.0
H 2.2728 -4.3342 11.3500 0.0 0.0 0.0
H 1.2025 -2.4340 10.1470 0.0 0.0 0.0
N 4.8447 -0.4376 -9.9924 0.1 -0.1 0.1
C 5.6236 -1.3111 -10.6289 -0.1 0.1 0.0
C 6.6433 -2.0238 -10.0163 0.0 0.0 0.0
C 6.8705 -1.8156 -8.6657 0.1 0.0 0.0
C 6.0722 -0.9103 -7.9864 0.0 0.0 0.0
C 5.0769 -0.2522 -8.6931 -0.1 0.0 -0.1
H 5.4128 -1.4411 -11.6849 0.0 0.0 0.0
H 7.2424 -2.7228 -10.5838 0.0 0.0 0.0
H 7.6573 -2.3517 -8.1501 0.0 0.0 0.0
H 6.2155 -0.7185 -6.9315 0.0 0.0 0.0
H 4.4253 0.4614 -8.2027 0.0 0.0 0.1
```
Positions in Å, forces in eV/Å.

Calculated values
Net charge: -1
E_HOMO, eV: -5.41
Gap between HOMO and LUMO, eV: 7.247

***

[2]
Entry from the OMol25 dataset: a molecular structure, C47H51N4O5PtS2 at a distorted geometry (ωB97M-V/def2-TZVPD).

XYZ file:
```
110
Properties=species:S:1:pos:R:3:forces:R:3
Pt -0.0323 -0.3601 -0.2652 -0.5 -0.6 0.7
O -0.3402 -2.7513 0.0691 0.3 0.4 0.8
N -0.3944 -3.3266 -1.0961 -0.3 -0.2 -0.8
C 0.3054 -4.4513 -1.3008 0.3 -0.6 -0.1
C 0.3198 -5.0895 -2.5158 0.0 0.2 -0.2
C -0.3780 -4.5304 -3.5870 -0.1 -0.1 0.2
C -1.1129 -3.3905 -3.3700 0.2 -0.1 0.0
C -1.1322 -2.7843 -2.1112 -0.1 -0.3 0.0
S -2.0466 -1.3878 -1.8034 -0.2 0.4 0.4
H 0.8537 -4.8193 -0.4460 -0.1 0.2 0.1
H 0.8969 -5.9921 -2.6387 0.1 0.0 0.1
H -0.3274 -4.9803 -4.5676 0.0 0.0 0.0
H -1.6456 -2.8905 -4.1648 0.0 0.0 0.0
C -3.3566 -3.1821 1.1905 0.2 0.2 0.1
C -3.6208 -1.8333 1.8600 -0.1 -0.2 0.1
C -4.6412 -1.9929 2.9905 0.2 0.2 -0.1
C -4.0697 -0.8325 0.8189 0.3 0.3 0.0
C -5.3249 -0.9479 0.2470 -0.1 0.0 0.0
C -5.7521 -0.0767 -0.7377 0.0 0.0 -0.1
C -4.9183 0.9420 -1.1651 -0.2 0.0 -0.1
C -3.6511 1.0954 -0.6329 0.3 -0.2 0.3
C -2.7507 2.2409 -1.0297 0.0 0.2 -0.1
C -3.1516 3.4755 -0.2111 0.2 -0.2 0.0
C -2.7540 2.5456 -2.5251 0.1 -0.2 0.2
C -3.2218 0.1942 0.3606 -1.2 0.1 -0.2
N -1.9332 0.3174 0.8528 1.3 -0.1 0.0
C -1.6921 0.7827 2.0588 0.2 -0.1 -0.6
C -0.3641 0.8275 2.5678 0.3 -0.2 -0.7
N 0.6540 0.4439 1.8079 -1.4 0.0 -0.7
C 1.9228 0.3909 2.3810 0.9 -0.1 0.5
C 2.2444 -0.7211 3.1863 -0.2 0.1 -0.3
C 3.4974 -0.7968 3.7703 0.1 0.0 0.2
C 4.4279 0.2099 3.5950 -0.1 0.1 0.2
C 4.0861 1.3178 2.8456 0.1 0.0 0.2
C 2.8433 1.4422 2.2366 0.0 -0.1 0.0
C 2.5518 2.7777 1.5817 -0.2 0.2 0.0
C 2.0207 3.7452 2.6517 0.2 -0.1 -0.2
C 1.6055 2.7647 0.3869 0.3 0.0 0.0
C 1.2320 -1.8178 3.4360 0.0 -0.2 0.1
C 1.6702 -3.1207 2.7671 -0.1 0.2 0.0
C 1.0000 -2.0247 4.9364 -0.1 0.1 -0.2
C -0.4159 1.3627 3.9208 0.0 0.3 0.9
C 0.4875 1.6360 4.9267 -0.2 -0.2 -0.6
C 0.0145 2.2015 6.1273 -0.1 0.2 0.4
C -1.3086 2.4879 6.3550 0.1 0.0 0.0
C -2.2710 2.2100 5.3525 0.2 -0.1 -0.3
C -3.6671 2.4410 5.4040 -0.1 0.0 0.0
C -4.4584 2.1307 4.3265 -0.1 0.2 0.3
C -3.9473 1.5728 3.1392 0.4 -0.2 -0.3
C -2.5981 1.3245 3.0608 -0.4 0.2 0.5
C -1.7849 1.6572 4.1730 0.0 0.0 0.0
H -3.0462 -3.9173 1.9300 0.0 -0.1 0.1
H -2.5574 -3.0648 0.4695 0.1 -0.1 -0.1
H -4.2453 -3.5441 0.6788 -0.2 -0.1 0.0
H -2.6791 -1.4915 2.2965 -0.1 0.0 0.0
H -5.5775 -2.4052 2.6190 -0.1 -0.1 0.0
H -4.8479 -1.0354 3.4649 -0.1 0.1 0.1
H -4.2510 -2.6726 3.7467 0.0 -0.1 0.1
H -5.9830 -1.7419 0.5668 -0.1 -0.1 0.1
H -6.7349 -0.1932 -1.1740 -0.1 0.0 0.0
H -5.2638 1.6236 -1.9267 0.0 0.1 -0.1
H -1.7224 1.9654 -0.7766 -0.2 0.1 0.0
H -4.1754 3.7690 -0.4466 -0.1 0.0 0.0
H -2.4924 4.3119 -0.4326 0.1 0.1 0.0
H -3.0919 3.2644 0.8560 0.0 0.0 0.1
H -3.7136 2.9310 -2.8655 -0.1 0.1 -0.1
H -2.5018 1.6491 -3.0835 0.0 -0.1 -0.2
H -1.9857 3.2854 -2.7368 0.0 0.1 -0.1
H 3.7514 -1.6496 4.3847 0.0 -0.1 0.0
H 5.4061 0.1424 4.0522 0.0 0.0 0.0
H 4.8022 2.1199 2.7377 0.1 0.1 -0.1
H 3.5185 3.1652 1.2351 -0.1 -0.1 0.0
H 1.0613 3.4012 3.0307 -0.1 0.0 0.0
H 1.8786 4.7368 2.2272 0.0 0.2 -0.1
H 2.7145 3.8212 3.4869 0.0 0.0 0.1
H 0.5705 2.6716 0.7035 -0.1 0.0 -0.1
H 1.8300 1.9511 -0.2959 0.0 0.0 -0.1
H 1.7034 3.6991 -0.1639 0.0 0.1 -0.1
H 0.2795 -1.5340 2.9818 0.1 0.0 0.1
H 2.6810 -3.3933 3.0666 0.1 -0.1 0.0
H 1.6285 -2.9988 1.6886 0.1 -0.1 -0.2
H 0.9887 -3.9245 3.0395 0.0 -0.1 0.0
H 1.9025 -2.3788 5.4313 0.1 -0.1 0.1
H 0.2133 -2.7611 5.0925 -0.1 -0.1 0.0
H 0.6926 -1.0933 5.4081 0.0 0.1 0.1
H 1.5433 1.4382 4.8145 0.1 0.0 0.0
H 0.7407 2.4226 6.8997 0.0 0.0 0.0
H -1.6164 2.9345 7.2902 0.0 0.0 0.1
H -4.1077 2.8735 6.2902 -0.1 0.0 0.1
H -5.5227 2.3201 4.3781 0.0 0.0 0.1
H -4.6107 1.3563 2.3161 -0.1 0.0 -0.1
O 0.7674 -1.2257 -2.1423 -0.1 0.0 0.9
S 0.8766 0.1130 -2.8461 0.3 0.9 -2.5
O 0.2080 0.0482 -4.1225 -0.1 0.0 0.1
O 0.2193 1.1041 -1.9225 -0.3 0.1 0.5
O 2.3003 0.4298 -2.9457 0.1 0.1 0.0
N 2.6833 -0.7096 -0.4648 -0.6 -0.2 -0.1
C 3.9847 -0.4738 -0.0892 0.7 0.2 0.4
C 4.6421 0.6422 -0.6221 -0.2 -0.1 0.0
C 5.9517 0.9092 -0.2907 0.1 0.0 0.0
C 6.6393 0.0842 0.5887 0.1 0.0 0.1
C 5.9920 -1.0122 1.1315 0.1 -0.1 -0.1
C 4.6819 -1.2960 0.7987 -0.1 0.0 -0.3
H 2.3660 -1.6619 -0.3425 0.2 0.0 -0.2
H 2.4868 -0.3382 -1.4067 0.5 -0.3 0.4
H 4.1025 1.2481 -1.3332 0.0 0.2 -0.1
H 6.4506 1.7624 -0.7277 0.0 0.1 -0.1
H 7.6735 0.2799 0.8313 0.1 0.1 0.1
H 6.5148 -1.6599 1.8228 0.0 -0.1 0.0
H 4.1974 -2.1638 1.2190 -0.1 -0.1 0.1
```
Positions in Å, forces in eV/Å.

Calculated values
Net charge: -1
E_HOMO (alpha / beta), eV: -3.96 / -5.34
Gap between HOMO and LUMO (alpha / beta), eV: 5.746 / 5.969
Spin multiplicity: 5

***

Respective ΔE to the lowest compared entry with this formula, charge and spin values: 0.00, 0.00 kcal per mole.